{
  "formula": "C33H34AsN5O2PdS4",
  "method": "ωB97M-V/def2-TZVPD",
  "species": ["H", "H", "C", "C", "H", "C", "H", "H", "N", "H", "H", "C", "H", "H", "S", "C", "H", "C", "H", "H", "H", "C", "H", "C", "C", "C", "C", "C", "C", "H", "C", "H", "N", "H", "Pd", "C", "H", "N", "H", "C", "C", "N", "S", "H", "C", "C", "H", "S", "C", "C", "H", "H", "H", "C", "C", "H", "C", "C", "H", "O", "C", "H", "H", "H", "H", "C", "S", "H", "C", "H", "C", "As", "C", "H", "C", "O", "N", "C", "C", "H"],
  "xyz": [[-9.227, -0.490, 0.335], [-0.510, 1.144, 2.284], [2.190, 2.301, -1.065], [-6.784, -2.771, -0.283], [-8.776, -2.925, 0.464], [-1.737, 3.000, -1.764], [-1.684, 3.068, 3.381], [-4.594, -2.310, 1.772], [-3.699, -1.409, -1.731], [2.802, 7.332, 1.422], [1.602, -0.683, -1.250], [-6.049, -0.546, -0.852], [-0.354, 0.348, 3.842], [-6.039, -1.268, 3.509], [-2.272, -3.502, -1.541], [1.054, 6.980, -1.456], [1.768, -0.110, 0.267], [2.217, 6.862, 0.641], [-4.621, -0.137, 1.031], [-5.069, -2.577, 4.200], [-2.317, 3.430, -0.960], [2.713, 1.354, -3.223], [-5.287, 0.116, -1.237], [-8.012, -2.247, 0.102], [-8.267, -0.888, 0.028], [-0.388, 2.688, -1.573], [-7.278, -0.044, -0.457], [-0.967, 1.039, 3.265], [1.862, 5.524, 0.755], [-4.627, -0.889, 4.497], [-0.227, 2.035, -3.902], [-3.369, 3.071, -3.158], [-4.044, -0.319, 1.839], [5.439, 1.372, -1.207], [-1.306, 0.568, -0.619], [-4.161, -1.622, 2.496], [-1.482, 2.287, 4.962], [1.137, -0.591, -0.358], [2.078, 8.638, -0.556], [4.415, 1.529, -1.525], [-1.572, 2.348, -4.074], [-4.485, -2.374, -1.129], [-1.257, -0.795, -2.572], [2.168, 4.966, 1.633], [-3.050, 0.532, 2.029], [0.693, -1.892, 0.138], [-2.425, -0.439, 3.649], [-4.436, -4.956, -0.147], [1.117, 4.901, -0.241], [-2.324, 2.828, -3.019], [0.127, 5.174, -2.134], [0.519, -2.547, -0.716], [-6.604, -3.831, -0.219], [-1.060, 2.389, 3.960], [-0.634, -1.876, 0.906], [-0.066, 2.833, 4.050], [1.811, 7.593, -0.467], [-5.787, -1.918, -0.752], [-3.152, -1.998, 2.684], [-1.462, -0.877, 0.724], [3.496, 2.097, -0.650], [3.805, 2.378, 0.350], [-7.459, 1.022, -0.534], [2.417, 1.049, -4.220], [0.344, 1.658, -4.741], [0.371, 2.197, -2.664], [-2.810, 1.809, 0.881], [4.739, 0.702, -3.477], [0.710, 5.640, -1.347], [1.415, -2.397, 0.780], [-2.517, -1.840, -1.995], [0.725, 2.994, 0.018], [-5.022, -1.583, 3.750], [-2.035, 2.207, -5.043], [1.790, 1.932, -2.357], [-0.891, -2.777, 1.683], [-2.272, 0.391, 3.100], [-3.897, -3.587, -0.902], [4.021, 1.155, -2.803], [0.730, 7.547, -2.322]],
  "e_above_lowest_kcal_mol": 33.2,
  "energy_ev": -153978.9207,
  "gap_ha": [0.236, 0.237],
  "lumo_ev": [-1.135, -1.112]
}

{
  "formula": "C4H9F2N",
  "method": "ωB97M-V/def2-TZVPD",
  "species": ["H", "C", "H", "H", "H", "H", "H", "C", "C", "H", "H", "C", "F", "N", "F", "H"],
  "xyz": [[-2.296, 0.585, 0.302], [0.934, -1.732, -0.307], [-0.068, 2.300, -0.966], [-1.550, -0.828, 1.055], [0.699, 2.154, 0.620], [-1.879, -0.804, -0.697], [-0.001, -2.048, -0.759], [0.881, -0.283, 0.081], [-0.174, 1.873, 0.033], [-1.062, 2.284, 0.501], [1.744, -1.894, -1.012], [-1.562, -0.201, 0.157], [1.515, -0.082, 1.281], [-0.275, 0.424, -0.072], [1.961, 0.576, -0.803], [1.132, -2.322, 0.586]],
  "e_above_lowest_kcal_mol": 9.2,
  "smiles": "CN(C)C(C)(F)F",
  "energy_ev": -11218.4645,
  "gap_ha": 0.376,
  "lumo_ev": 0.877
}

{
  "formula": "C20H42BCl8I2NO3P",
  "method": "ωB97M-V/def2-TZVPD",
  "species": ["Cl", "C", "C", "H", "C", "H", "O", "H", "Cl", "H", "H", "C", "H", "H", "C", "C", "H", "H", "Cl", "I", "H", "H", "Cl", "C", "H", "C", "O", "H", "H", "H", "H", "H", "H", "H", "H", "H", "H", "C", "H", "H", "H", "H", "C", "C", "C", "C", "Cl", "N", "H", "H", "C", "H", "H", "Cl", "P", "B", "C", "H", "C", "H", "C", "C", "H", "C", "H", "H", "H", "O", "H", "Cl", "H", "H", "C", "Cl", "H", "I", "H", "H"],
  "xyz": [[-4.932, -0.293, -4.379], [0.014, -2.542, -5.637], [-1.683, -2.285, -0.299], [-2.778, -0.183, -1.436], [6.415, -6.624, -0.993], [-3.762, -2.786, -0.385], [-1.140, 4.885, 1.835], [-1.638, -3.048, -1.089], [2.250, -4.956, -0.023], [-2.381, 3.961, -0.396], [4.144, -4.453, 1.266], [-0.371, 0.014, 1.804], [0.612, -1.821, -5.093], [-2.761, -1.005, -3.848], [3.407, -3.857, 0.744], [-3.038, 2.616, 2.573], [-2.398, -2.761, 2.515], [-3.608, 4.343, 0.806], [5.171, -7.016, 0.200], [1.984, 6.684, -1.330], [-2.699, 1.755, 3.150], [0.109, -2.705, 0.820], [-1.315, -3.056, -4.590], [-3.626, -0.777, -1.080], [-3.000, 3.512, 3.212], [-3.169, -0.278, -4.536], [3.794, 0.893, -1.069], [1.253, 3.101, -1.750], [0.528, 4.546, -2.460], [7.311, -6.325, -0.465], [3.316, 2.877, 1.144], [-2.906, -0.518, -5.558], [0.594, -3.416, -5.902], [3.066, 2.286, 2.780], [-4.094, 2.459, 2.318], [1.176, 0.528, -0.887], [-1.110, -0.745, 3.666], [0.664, 3.995, -1.528], [0.426, -0.599, 1.375], [6.591, -7.503, -1.600], [-0.938, 5.124, 2.738], [-0.909, 0.452, 0.952], [-3.162, -1.901, -0.141], [0.232, 1.166, 2.615], [2.725, 2.172, 1.742], [3.130, 0.764, 1.259], [2.647, -2.765, 1.904], [-2.258, 2.754, 1.342], [-1.102, -1.439, -0.681], [-0.515, 1.524, 3.339], [1.357, 4.839, -0.483], [0.736, 2.082, 0.351], [1.059, 0.770, 3.226], [5.928, -5.298, -2.054], [0.864, 2.734, 1.670], [-0.989, 3.513, 1.608], [-3.037, 3.517, 0.355], [-3.381, -1.604, 0.884], [2.971, 0.554, -0.223], [-2.366, -0.445, 2.495], [-1.386, -2.388, 2.318], [-1.358, -0.863, 2.601], [-0.321, 3.676, -1.181], [-0.966, -2.883, 0.927], [2.642, -0.032, 1.826], [3.866, -3.258, -0.032], [-0.737, -2.890, 3.047], [1.824, -0.120, -0.585], [1.027, 3.415, 2.991], [-0.560, -1.782, -7.129], [-1.069, -3.975, 0.900], [-3.730, 2.846, -0.161], [1.533, 4.454, 0.791], [-2.485, 1.298, -4.137], [-4.156, -1.185, -1.949], [2.560, 5.700, 2.149], [-4.301, -0.082, -0.579], [4.211, 0.657, 1.431]],
  "energy_ev": -155398.7015,
  "gap_ha": 0.202,
  "charge": -1,
  "lumo_ev": 1.790
}

{
  "formula": "C4H8ClN2",
  "method": "ωB97M-V/def2-TZVPD",
  "species": ["C", "C", "H", "H", "H", "H", "C", "N", "Cl", "N", "C", "H", "H", "H", "H"],
  "xyz": [[1.064, 0.559, -0.106], [1.795, -0.564, -0.193], [-0.488, -1.245, 0.917], [2.522, 1.751, 0.396], [0.940, 2.483, 0.233], [-2.557, -1.013, 0.910], [-2.327, -0.892, -0.145], [-0.281, 0.479, -0.207], [3.510, -0.598, -0.104], [1.590, 1.788, -0.022], [-0.912, -0.617, 0.117], [-2.685, -1.845, -0.662], [1.501, -1.575, -0.217], [-2.991, -0.092, -0.493], [-0.681, 1.383, -0.426]],
  "e_above_lowest_kcal_mol": 61.8,
  "smiles": "C/C=[NH+]/C(N)=C/Cl",
  "energy_ev": -19771.6528,
  "gap_ha": 0.256,
  "charge": 1,
  "lumo_ev": -5.686
}

{
  "formula": "C2H3NOS",
  "method": "ωB97M-V/def2-TZVPD",
  "species": ["S", "H", "H", "N", "C", "O", "H", "C"],
  "xyz": [[-1.912, 0.564, -0.071], [2.518, 0.642, -0.545], [1.269, 1.559, 0.346], [0.847, -0.540, -0.109], [-0.355, -0.772, 0.144], [-3.162, -0.154, 0.213], [-0.701, -1.877, 0.099], [1.497, 0.579, -0.076]],
  "e_above_lowest_kcal_mol": 87.9,
  "energy_ev": -16491.3872,
  "gap_ha": [0.303, 0.267],
  "lumo_ev": [-0.934, -1.217]
}

{
  "formula": "C2H3I",
  "method": "ωB97M-V/def2-TZVPD",
  "species": ["H", "I", "H", "H", "C", "C"],
  "xyz": [[-0.986, -0.030, -0.144], [3.016, 0.008, -0.002], [0.746, 1.619, 0.053], [0.473, -1.372, -0.047], [0.984, 0.541, 0.001], [-0.039, -0.440, 0.009]],
  "e_above_lowest_kcal_mol": 14.7,
  "smiles": "C=CI",
  "energy_ev": -10221.6908,
  "gap_ha": 0.355,
  "lumo_ev": 0.553
}

{
  "formula": "C28H47BrHgN2OP2",
  "method": "ωB97M-V/def2-TZVPD",
  "species": ["H", "H", "H", "C", "C", "C", "C", "C", "C", "H", "H", "H", "H", "H", "C", "H", "C", "C", "C", "C", "H", "N", "C", "H", "C", "H", "N", "H", "H", "C", "H", "H", "C", "H", "H", "P", "C", "O", "H", "P", "H", "C", "H", "H", "H", "C", "C", "C", "H", "C", "H", "H", "H", "H", "H", "C", "H", "H", "C", "C", "C", "H", "H", "Br", "H", "H", "H", "H", "H", "H", "C", "H", "H", "H", "C", "H", "H", "H", "C", "Hg", "H", "H"],
  "xyz": [[-2.472, 3.148, -3.768], [5.976, 3.453, 1.219], [-1.663, -4.494, -1.297], [2.824, -1.197, -1.138], [-1.831, 2.901, -2.912], [3.024, -1.760, 0.135], [-3.233, -3.012, -0.028], [3.121, -1.954, -2.286], [3.568, -3.259, -2.165], [-3.680, -2.099, -2.876], [4.887, 4.005, -2.754], [-0.409, -1.057, 6.351], [2.403, 0.562, -2.310], [-3.018, -1.820, -4.489], [-3.051, 1.594, 1.045], [-2.001, -0.132, -3.058], [-2.661, -1.598, -0.172], [3.439, 2.855, -1.616], [3.687, -3.856, -0.896], [3.195, 2.254, -0.357], [-0.015, -3.091, 0.032], [-0.138, -0.724, 4.320], [4.629, 3.582, -1.774], [-0.058, -2.538, 5.426], [-0.986, 3.549, 0.404], [0.890, 0.394, 5.710], [5.489, 3.776, -0.778], [-3.431, -0.947, -0.615], [1.775, 0.182, 4.168], [-3.861, 2.741, 1.658], [-3.372, 1.673, -1.972], [-0.760, -1.284, -3.541], [4.064, 2.570, 0.715], [-0.178, 3.782, -0.310], [-0.822, -4.045, -2.803], [-1.801, 2.036, -0.218], [-0.706, -4.166, -1.718], [-0.127, -0.298, 2.070], [-1.119, -1.888, 2.952], [-1.144, -1.358, -1.183], [-2.436, -1.184, 0.823], [-0.424, 3.401, 1.822], [-2.507, 1.034, 1.822], [-3.248, 3.420, 2.263], [-4.390, 3.325, 0.896], [3.455, -3.077, 0.255], [-0.481, -0.987, 3.050], [-2.717, 2.525, -1.721], [-3.735, 0.880, 0.562], [-0.594, -1.578, 5.408], [-4.060, -2.992, 0.696], [-2.410, -3.166, -3.535], [2.840, -1.173, 1.034], [-1.734, 4.355, 0.345], [3.826, -3.811, -3.063], [-0.167, -2.910, -1.044], [3.901, 2.161, 1.714], [-4.622, 2.309, 2.320], [-2.755, -2.125, -3.467], [0.788, 0.362, 4.621], [2.315, 1.099, -0.198], [2.317, 0.736, 0.836], [-1.173, 2.076, -3.220], [4.120, -5.611, -0.740], [0.832, -2.691, -1.444], [2.791, 2.679, -2.474], [-3.369, 3.364, -1.427], [-0.200, 2.354, 2.084], [-1.215, 3.784, -2.698], [0.512, 3.970, 1.903], [-1.675, -1.177, -2.935], [-3.658, -3.395, -0.970], [0.394, 1.322, 4.262], [-1.115, 3.809, 2.574], [5.232, 3.283, 0.432], [2.974, -1.487, -3.263], [3.618, -3.488, 1.243], [0.004, -4.990, -1.568], [2.274, 0.152, -1.303], [0.222, 0.483, -0.718], [-2.498, -3.737, 0.350], [-1.666, -1.784, 5.299]],
  "e_above_lowest_kcal_mol": 0.0,
  "energy_ev": -127606.6561,
  "gap_ha": 0.249,
  "charge": 2,
  "lumo_ev": -6.727
}

{
  "formula": "C37H44FeN7SSb2",
  "method": "ωB97M-V/def2-TZVPD",
  "species": ["H", "H", "H", "C", "C", "H", "N", "S", "H", "C", "H", "H", "N", "N", "C", "C", "Sb", "C", "N", "C", "C", "H", "H", "C", "H", "H", "C", "C", "C", "H", "C", "H", "H", "H", "C", "C", "C", "C", "C", "H", "C", "H", "H", "H", "H", "Sb", "H", "H", "H", "H", "H", "C", "C", "H", "H", "Fe", "H", "H", "H", "H", "N", "C", "C", "N", "H", "C", "C", "H", "H", "C", "C", "H", "C", "C", "C", "N", "C", "H", "H", "C", "H", "H", "C", "C", "C", "H", "H", "H", "H", "C", "H", "C"],
  "xyz": [[-6.012, -1.773, 0.322], [5.995, 2.264, -1.032], [-3.721, -4.579, -3.193], [-3.638, 6.063, 0.872], [-3.137, -4.215, -2.345], [-1.940, -1.371, -4.377], [-0.032, -0.777, -1.672], [0.162, 1.520, 2.760], [-1.700, 1.913, 4.710], [1.679, -3.909, 2.718], [-1.811, 4.411, -2.758], [-1.575, -0.777, 2.622], [0.706, -1.557, 1.533], [0.348, 2.159, -1.539], [4.548, 0.675, -0.914], [0.128, -2.079, 2.646], [2.802, -1.737, -0.808], [-0.646, 3.047, -1.589], [2.448, 1.215, 0.122], [-3.378, -3.978, 1.419], [1.026, -1.528, -2.020], [-5.323, -3.225, 2.031], [-3.219, 8.164, 0.768], [-3.880, -3.103, -1.604], [1.899, 1.261, -2.546], [-6.093, -0.025, 0.528], [1.084, -2.245, -3.208], [-1.963, 4.592, -0.051], [-4.886, -4.121, 1.589], [-4.172, -0.938, 1.854], [0.602, -3.244, 3.243], [0.974, 3.354, 0.733], [-2.943, -4.897, 1.017], [-5.430, -0.705, -0.952], [-0.197, 3.535, -3.887], [-1.411, 3.246, -0.339], [-5.483, -0.840, 0.130], [-0.963, 3.741, -2.755], [-1.042, -1.425, 3.302], [2.330, 4.501, 0.689], [0.864, 2.642, -3.822], [-3.092, 2.467, 3.869], [-1.010, 7.843, -0.298], [-4.094, -2.270, -2.271], [-5.118, -4.964, 2.245], [-2.711, -2.375, 0.088], [1.507, 2.467, -4.673], [1.960, -2.836, -3.439], [-2.909, -3.805, 2.383], [4.496, 3.869, 0.132], [0.035, -2.741, -5.019], [-1.072, -1.433, -3.733], [1.761, -2.223, 1.024], [-2.950, -5.065, -1.685], [-4.834, -3.470, -1.225], [0.205, 0.551, 0.299], [-2.202, 0.527, -1.229], [-3.800, 3.929, 0.834], [0.090, -3.622, 4.118], [-0.418, 4.061, -4.806], [-1.424, 2.243, 0.470], [5.008, 1.964, -0.703], [-3.191, 4.783, 0.583], [-2.224, 1.955, 3.854], [2.110, 3.414, 2.064], [2.268, -3.388, 1.582], [4.173, 2.857, -0.071], [-1.718, -2.173, 3.701], [-4.593, 6.201, 1.361], [0.015, -2.196, -4.084], [-2.863, 7.167, 0.544], [-3.180, -0.413, -2.361], [-1.506, 1.974, 2.698], [-1.073, -0.729, -2.534], [2.021, 3.498, 0.981], [-2.124, 2.361, 1.622], [1.087, 1.973, -2.633], [-0.690, -0.817, 4.131], [-2.274, 0.966, -2.939], [-1.629, 6.987, -0.063], [5.169, -0.067, -1.399], [-3.604, 0.126, 0.586], [3.273, 0.340, -0.479], [-2.251, 0.136, -2.235], [2.890, 2.474, 0.322], [2.052, -4.818, 3.172], [3.116, -3.877, 1.122], [-2.175, -3.870, -2.723], [-0.226, 5.583, -0.851], [-4.099, -0.828, 0.770], [-5.386, -4.314, 0.639], [-1.189, 5.711, -0.371]],
  "energy_ev": -107806.4245,
  "spin_multiplicity": 5,
  "gap_ha": [0.273, 0.264],
  "charge": 1,
  "lumo_ev": [-2.498, -2.754],
  "s_squared": 6.01
}